[1]
{"formula": "C3H10NO3", "method": "ωB97M-V with the def2-TZVPD basis set", "fmax_ev_per_a": 4.13, "energy_ha": -400.49114, "molar_mass_g_mol": 108.12, "charge": 1, "relative_energy_kj_mol": 245.5, "homo_ha": -0.52917, "gap_ev": 10.814, "elements": ["O", "C", "C", "C", "O", "N", "H", "H", "H", "H", "H", "H", "H", "H", "H", "H", "O"], "positions_angstrom": [[2.39985, 0.44895, -0.56964], [1.39577, 0.34046, -1.20477], [0.11936, -0.12121, -0.44172], [-1.05878, 0.58684, -1.14406], [-1.21408, -0.18556, -2.30696], [0.16521, 0.08160, 1.05259], [1.18014, 0.58545, -2.25964], [0.03050, -1.28108, -0.64330], [-0.70841, 1.59240, -1.45078], [-1.95948, 0.64552, -0.56325], [-2.13436, -0.43393, -2.41563], [0.38688, 0.99998, 1.42988], [-0.57110, -0.42255, 1.51588], [0.92738, -0.61792, 1.33380], [-1.80511, -0.65758, 3.93148], [-0.76368, -1.58975, 4.02179], [-0.96239, -0.82857, 3.45565]], "atomic_forces_ev_per_a": [[0.6369, 0.2490, -0.5294], [-1.0242, -0.3202, 1.8427], [-0.9455, -1.2465, -1.2475], [1.1289, -0.2220, -0.3935], [-0.2996, -0.0318, -0.3802], [2.8440, -2.8552, -0.8810], [0.5754, -0.1031, -0.0123], [-0.0432, 2.2482, 0.6100], [-0.4801, -0.1606, 0.3575], [-0.3862, 0.1095, 0.4508], [-0.1100, -0.0183, -0.1948], [-0.1391, 0.0730, -0.0281], [-1.3973, 0.4920, 0.6625], [-0.3619, 1.7959, -0.1152], [0.2638, 0.7627, -0.8867], [0.9571, -0.2528, -0.4677], [-1.2190, -0.5197, 1.2128]]}

[2]
{"formula": "C3H10NO3", "method": "ωB97M-V with the def2-TZVPD basis set", "fmax_ev_per_a": 7.17, "energy_ha": -400.51664, "molar_mass_g_mol": 108.12, "charge": 1, "relative_energy_kj_mol": 178.6, "homo_ha": -0.54714, "gap_ev": 11.341, "elements": ["O", "C", "O", "C", "C", "N", "H", "H", "H", "H", "H", "H", "H", "H", "H", "H", "O"], "positions_angstrom": [[-0.04320, -0.61857, -1.82028], [0.25422, 0.13814, -0.96854], [-0.02521, 1.48630, -0.91513], [1.15211, -0.29803, 0.17780], [0.29441, -0.24175, 1.39431], [1.45948, -1.78862, -0.08763], [-0.47158, 1.89624, -1.70575], [2.10803, 0.30491, 0.29590], [-0.30075, 0.62279, 1.48050], [-0.47808, -1.04596, 1.40742], [0.78459, -0.26431, 2.38716], [0.63156, -2.41476, -0.29268], [1.59474, -2.20199, 0.84261], [2.13018, -1.88698, -0.86237], [-3.16855, 1.84929, 1.38942], [-2.76582, 0.64331, 2.13592], [-2.49224, 1.31073, 1.47465]], "atomic_forces_ev_per_a": [[-0.8499, -1.0384, -1.1990], [0.8494, 3.1714, -0.3891], [0.2798, -1.1123, -0.1543], [-0.2827, 0.1252, 0.1485], [-0.5021, -1.3223, 2.3630], [-1.3949, -0.1490, 0.5483], [0.4293, -1.1950, 0.8042], [-1.0960, -1.0008, -0.4564], [-0.5483, 1.4029, -0.4882], [0.5620, 0.2525, -0.2335], [0.3390, -0.3365, -0.6900], [0.3365, 1.6235, -0.8305], [1.7740, 0.1263, -0.2552], [0.1516, -0.5086, 0.7974], [-5.2234, 4.2525, -0.6930], [0.1302, 0.6398, -0.5490], [5.0453, -4.9309, 1.2769]]}